Here is the ion C28H24F4N with charge +1 from the Open Molecules 2025 dataset. Energies are from ωB97M-V with the def2-TZVPD basis set.

The geometry in XYZ format:
```
57
Properties=species:S:1:pos:R:3:forces:R:3
F -3.75779 4.88376 1.67875 0.13 -1.36 -0.48
C -3.74760 3.53092 1.45984 0.52 0.29 0.40
C -4.94209 2.84371 1.57375 -0.43 0.56 -0.21
C -4.88000 1.47085 1.42596 -0.15 -0.86 0.38
F -6.04016 0.77191 1.61845 1.03 0.44 -0.45
C -3.68584 0.77002 1.19833 -0.81 0.77 -0.05
C -2.48514 1.48658 1.11189 -0.49 -0.89 0.05
C -1.19021 0.66297 1.02589 1.02 -1.21 -0.47
C 0.00891 1.49895 0.80472 0.79 -0.17 0.84
C 1.16112 0.90804 1.13399 -0.68 -0.26 -0.55
C 2.38042 1.58932 1.37700 2.27 1.07 -0.04
C 3.59127 0.85560 1.47777 -0.41 0.80 -0.34
C 4.78550 1.55792 1.55397 0.45 -0.06 0.39
F 5.96258 0.85467 1.66992 -1.19 0.76 -0.24
C 4.83627 2.95730 1.58618 0.15 -0.25 0.09
C 3.63045 3.64911 1.56039 -0.39 0.39 0.38
F 3.63654 5.01743 1.69545 0.12 -1.42 -0.27
C 2.39928 3.00198 1.48785 0.66 -0.48 -0.28
C -2.52066 2.88169 1.23412 -0.09 0.35 -0.13
H -5.89912 3.37875 1.72624 0.76 -0.50 0.03
H -3.72834 -0.30047 1.03484 -0.10 0.04 0.31
H -1.07813 -0.06953 1.91527 -0.23 1.59 -1.23
H -0.02273 2.51306 0.38338 -0.13 -0.44 0.71
H 1.17613 -0.19272 1.12199 0.00 0.34 0.77
H 3.56513 -0.22627 1.44401 0.17 0.05 0.02
H 5.78552 3.48298 1.69165 -0.29 -0.18 -0.05
H 1.48082 3.57631 1.48093 0.17 0.01 0.10
H -1.62743 3.49773 1.13730 -0.30 -0.17 0.24
C 0.86457 -4.76973 0.42931 -0.01 0.39 0.23
C -0.60815 -4.75321 0.92118 0.12 -0.46 -0.07
C -1.20695 -3.39488 0.46514 -0.47 -0.70 1.15
N -0.16639 -2.73446 -0.31901 -0.26 2.62 -0.71
C -0.27952 -1.46138 -0.80707 0.69 -1.76 -0.03
C -1.17441 -0.39218 -0.31883 -2.78 1.02 0.42
C -1.30373 0.59419 -1.53208 -1.08 -0.47 0.49
C -0.23514 0.20675 -2.48156 0.30 0.09 0.38
C 0.31568 -1.03740 -2.08943 0.85 0.53 -0.64
C 1.26325 -1.60690 -2.98437 0.18 0.33 -0.26
C 1.66996 -0.90634 -4.14393 0.26 -1.16 0.64
C 1.16794 0.35177 -4.43977 -1.01 0.42 0.18
C 0.17436 0.91340 -3.61286 0.54 -0.45 -0.12
C 0.95940 -3.61751 -0.60797 0.81 -0.97 -0.40
H 1.54847 -4.59569 1.28151 -0.29 -0.02 -0.51
H 1.14139 -5.72783 -0.03550 -0.11 0.40 0.23
H -1.16576 -5.59482 0.46651 0.22 0.53 0.26
H -0.64992 -4.88969 2.01983 -0.08 0.18 -0.68
H -2.12742 -3.58964 -0.11420 0.51 0.42 -0.12
H -1.49964 -2.80924 1.34036 0.14 0.14 -0.16
H -2.10459 -0.80031 0.13021 0.13 -0.52 -1.57
H -2.28257 0.47121 -2.02001 0.16 0.02 0.14
H -1.25958 1.62190 -1.17733 0.06 0.02 -0.32
H 1.70259 -2.57435 -2.78673 0.06 0.13 -0.08
H 2.41113 -1.36396 -4.82956 -0.59 0.27 0.66
H 1.47645 0.85706 -5.36287 -0.06 -0.12 0.53
H -0.25318 1.88786 -3.85119 0.03 -0.31 0.10
H 1.92581 -3.07595 -0.52471 -0.71 -0.17 -0.11
H 0.90122 -4.06129 -1.62488 -0.17 0.40 0.47
```
Positions in Å, forces in eV/Å.

Computed properties:
Kohn-Sham gap in eV: 6.517
Net charge: +1
E_LUMO in eV: -4.65
HOMO level in eV: -11.2